[1]
Below is C36H54CaN3O6P2S2 as an isolated structure, with properties calculated with ωB97M-V/def2-TZVPD.

Calculated values
**Strongest force on any atom**: 0.54 eV/Å
**HOMO level**: -4.23 eV
**Energy relative to the best compared isomer or geometry (same formula, charge and spin)**: 26.0 kcal per mole

Geometry as ORCA input:
```
! RIJCOSX wB97M-V def2-TZVPD def2/J DEFGRID3
* xyz -1 1
Ca -0.244 0.775 0.543
C 3.012 2.327 2.104
C 3.797 1.484 1.093
C 5.025 2.241 0.595
P 2.601 0.933 -0.214
C 3.323 -0.596 -0.997
C 2.580 -0.882 -2.303
C 4.834 -0.726 -1.174
C 2.549 2.222 -1.493
C 3.580 2.394 -2.422
C 3.473 3.240 -3.508
C 2.270 3.923 -3.689
C 1.245 3.790 -2.782
C 1.349 2.974 -1.625
N 0.314 2.892 -0.721
C -0.433 4.042 -0.537
C 0.185 5.316 -0.536
C -0.528 6.483 -0.369
C -1.909 6.449 -0.181
C -2.528 5.215 -0.129
C -1.827 4.016 -0.285
P -2.628 2.404 -0.018
C -3.538 2.011 -1.577
C -2.503 1.766 -2.677
C -4.566 3.053 -2.001
C -3.934 2.750 1.247
C -3.284 3.315 2.513
C -4.666 1.446 1.575
H 3.673 2.711 2.886
H 2.228 1.737 2.578
H 2.545 3.183 1.608
H 4.103 0.552 1.582
H 4.722 3.158 0.086
H 5.621 1.654 -0.102
H 5.663 2.518 1.439
H 3.006 -1.363 -0.280
H 2.818 -0.140 -3.066
H 1.500 -0.885 -2.144
H 2.866 -1.866 -2.684
H 5.224 -0.054 -1.939
H 5.069 -1.746 -1.492
H 5.373 -0.541 -0.245
H 4.496 1.836 -2.287
H 4.291 3.350 -4.209
H 2.132 4.560 -4.556
H 0.319 4.329 -2.943
H 1.258 5.364 -0.674
H -0.002 7.431 -0.374
H -2.478 7.361 -0.053
H -3.596 5.174 0.054
H -4.031 1.059 -1.359
H -1.918 2.669 -2.874
H -2.998 1.471 -3.606
H -1.813 0.968 -2.395
H -4.085 4.020 -2.172
H -5.346 3.184 -1.249
H -5.050 2.750 -2.934
H -4.654 3.477 0.857
H -2.512 2.635 2.879
H -4.037 3.420 3.299
H -2.831 4.291 2.340
H -3.993 0.757 2.088
H -5.034 0.926 0.692
H -5.513 1.652 2.236
O 0.224 -0.517 4.497
S -0.330 -0.465 3.172
O 0.577 -0.915 2.113
O -0.853 0.869 2.793
C -1.764 -1.572 3.206
C -2.121 -1.916 4.515
C -3.183 -2.753 4.788
C -3.917 -3.277 3.736
C -3.581 -2.945 2.443
C -2.513 -2.089 2.136
S -2.484 -1.898 0.312
O -3.774 -1.296 0.043
O -2.337 -3.263 -0.141
O -1.380 -1.035 -0.133
H -1.526 -1.513 5.321
H -3.425 -2.993 5.815
H -4.751 -3.944 3.919
H -4.151 -3.349 1.618
C 0.155 -5.465 -2.898
C 1.396 -5.701 -2.040
N 1.115 -5.586 -0.622
C 1.269 -6.782 0.185
C 2.712 -7.052 0.602
C 1.029 -4.324 -0.052
C 0.677 -4.250 1.410
N 1.118 -3.218 -0.683
H 0.417 -5.422 -3.958
H -0.338 -4.534 -2.616
H -0.563 -6.273 -2.751
H 2.199 -5.012 -2.328
H 1.782 -6.706 -2.222
H 0.889 -7.628 -0.393
H 0.630 -6.708 1.063
H 3.358 -7.126 -0.275
H 2.789 -7.986 1.163
H 3.086 -6.240 1.227
H -0.370 -4.538 1.531
H 0.786 -3.213 1.719
H 1.295 -4.888 2.044
H 1.296 -3.330 -1.677
*
```

***

[2]
Below is C36H54CaO18 as an isolated structure in a non-equilibrium geometry, with properties calculated with ωB97M-V/def2-TZVPD.

Calculated values
**Strongest force on any atom**: 4.07 eV/Å
**HOMO level**: -13.67 eV
**Energy relative to the best compared isomer or geometry (same formula, charge and spin)**: 0.0 kcal per mole

Geometry as ORCA input:
```
! RIJCOSX wB97M-V def2-TZVPD def2/J DEFGRID3
* xyz 2 1
Ca 0.397 -0.309 0.792
O 4.652 -0.138 1.361
C 5.762 -0.068 1.818
O 6.262 1.135 2.048
C 7.597 1.108 2.417
C 8.069 -0.257 2.391
C 6.818 -1.108 2.103
H 7.706 1.721 3.311
H 8.143 1.651 1.645
H 8.341 -0.676 3.360
H 8.914 -0.349 1.708
H 6.418 -1.737 2.898
H 6.988 -1.723 1.220
O 1.367 -2.994 4.208
C 1.516 -3.863 5.016
O 2.707 -4.391 5.335
C 2.665 -5.268 6.411
C 1.154 -5.627 6.529
C 0.454 -4.434 5.965
H 2.991 -4.879 7.376
H 3.379 -6.056 6.171
H 0.816 -5.905 7.527
H 0.927 -6.483 5.893
H 0.323 -3.791 6.835
H -0.396 -4.619 5.308
O 3.315 -0.128 -3.169
C 4.356 0.073 -3.784
O 5.575 -0.390 -3.294
C 6.660 0.028 -4.145
C 6.064 0.807 -5.284
C 4.526 0.770 -5.080
H 7.170 -0.848 -4.545
H 7.429 0.534 -3.562
H 6.263 0.335 -6.246
H 6.542 1.781 -5.385
H 4.032 0.226 -5.886
H 4.098 1.766 -4.972
O 0.643 -4.229 -0.838
C 0.472 -5.185 -1.619
O 1.070 -6.353 -1.458
C 0.642 -7.329 -2.338
C -0.644 -6.781 -2.850
C -0.452 -5.268 -2.744
H 0.524 -8.306 -1.869
H 1.336 -7.493 -3.163
H -1.427 -7.123 -2.173
H -0.784 -7.140 -3.870
H -1.435 -4.810 -2.628
H -0.064 -4.839 -3.668
O -3.488 2.195 1.431
C -4.648 2.566 1.707
O -5.781 1.787 1.412
C -6.974 2.502 1.493
C -6.614 3.990 1.785
C -5.189 3.904 2.303
H -7.629 2.121 2.275
H -7.587 2.448 0.594
H -7.291 4.298 2.582
H -6.663 4.733 0.989
H -5.016 3.830 3.377
H -4.484 4.689 2.032
O 1.294 2.920 3.409
C 1.543 4.099 3.585
O 2.736 4.532 4.086
C 2.792 5.967 4.037
C 1.339 6.380 4.151
C 0.552 5.310 3.331
H 3.210 6.205 3.059
H 3.288 6.446 4.881
H 1.316 7.405 3.781
H 1.002 6.615 5.161
H 0.510 5.573 2.274
H -0.412 5.088 3.788
O -2.107 -0.357 -3.048
C -2.861 -0.374 -4.004
O -4.257 -0.382 -3.881
C -4.849 -0.182 -5.163
C -3.834 -0.591 -6.163
C -2.493 -0.311 -5.453
H -5.132 0.869 -5.229
H -5.722 -0.800 -5.370
H -4.026 0.085 -6.997
H -3.960 -1.616 -6.511
H -2.134 0.663 -5.785
H -1.649 -0.996 -5.532
O 0.362 3.552 -1.371
C 0.083 4.553 -2.005
O 0.955 5.572 -2.160
C 0.525 6.572 -3.093
C -0.922 6.087 -3.458
C -1.207 4.774 -2.770
H 1.126 6.788 -3.976
H 0.566 7.435 -2.429
H -1.100 5.979 -4.528
H -1.709 6.776 -3.152
H -1.415 3.927 -3.423
H -2.056 4.793 -2.086
O -3.352 -2.468 1.300
C -4.470 -2.987 1.186
O -4.849 -3.654 0.112
C -6.295 -3.888 0.199
C -6.771 -3.090 1.410
C -5.508 -3.014 2.235
H -6.475 -4.935 0.442
H -6.760 -3.704 -0.770
H -7.559 -3.622 1.942
H -7.140 -2.128 1.055
H -5.319 -3.796 2.971
H -5.379 -2.168 2.910
*
```

***

no.,Kohn-Sham gap (eV),E (a.u.)
1,6.744,-4176.85575
2,6.026,-3435.55850